1.
Computed, not measured: a structure of composition C30H27ClPRe, with ωB97M-V/def2-TZVPD.

For the gap between HOMO and LUMO (alpha / beta), the calculation gives 6.5 / 5.4 eV. The expectation value of S² is 3.772. The LUMO energy (alpha / beta) comes out at -4.14 / -5.34 eV.

```
! wB97M-V def2-TZVPD RIJCOSX def2/J DEFGRID3
* xyz 1 4
Re 0.313 -0.395 2.145
Cl 2.069 0.870 1.425
P 0.330 -0.118 -1.827
C -1.771 1.817 5.449
C -1.319 -0.548 -2.556
C 0.081 2.641 -1.932
C 0.599 -2.522 1.575
C -0.779 -2.322 1.870
C -3.203 -2.082 -2.479
C 0.612 1.534 -2.627
C 1.906 -2.671 -4.744
C 0.992 -1.888 -4.016
C 1.373 -2.123 2.716
C -0.920 1.813 7.742
C -3.220 -0.210 -4.030
C 0.949 4.133 -3.652
C 0.244 3.933 -2.454
C 1.324 1.727 -3.821
C -1.949 -1.681 -1.998
C -1.963 2.041 6.818
C 0.318 1.352 7.246
C -3.846 -1.350 -3.493
C 1.430 -1.171 -2.891
C -0.197 1.075 3.555
C -1.958 0.195 -3.561
C 0.438 -1.702 3.730
C 2.778 -1.250 -2.479
C 3.684 -2.026 -3.218
C -0.890 -1.826 3.186
C 3.255 -2.741 -4.349
C -0.497 1.368 4.999
C 1.490 3.026 -4.332
C 0.510 1.114 5.897
H 2.458 -2.174 2.828
H 1.021 -2.934 0.640
H -1.453 -2.254 -1.200
H 2.048 3.175 -5.266
H 3.114 -0.702 -1.586
H -3.718 0.371 -4.817
H 1.153 1.173 7.944
H -2.942 2.409 7.219
H -3.684 -2.976 -2.058
H 1.484 0.762 5.504
H 1.561 -3.230 -5.623
H 0.726 -1.276 4.705
H -0.184 4.793 -1.919
H -0.271 2.050 2.965
H -0.459 2.490 -0.987
H -0.057 -1.842 -4.342
H -1.830 -1.537 3.698
H 3.966 -3.352 -4.922
H -1.068 0.247 3.761
H -1.624 -2.556 1.189
H 1.081 5.146 -4.056
H -4.832 -1.664 -3.862
H 1.751 0.874 -4.369
H 4.738 -2.074 -2.906
H -2.624 2.001 4.767
H -1.482 1.085 -3.995
H -1.053 1.985 8.796
*
```

2.
Computed, not measured: a structure of composition C30H27CoN7O4, with ωB97M-V/def2-TZVPD.

For the gap between HOMO and LUMO (alpha / beta), the calculation gives 8.2 / 8.2 eV. The expectation value of S² is 0.757. The LUMO energy (alpha / beta) comes out at 0.32 / 0.38 eV.

```
! wB97M-V def2-TZVPD RIJCOSX def2/J DEFGRID3
* xyz 0 2
Co 0.163 -1.207 -0.337
O 2.064 5.080 -0.546
O 0.463 0.660 -1.142
O 2.130 -1.277 -0.389
O 0.178 -3.186 -0.449
N -3.557 -5.769 -1.281
N -0.873 -3.706 -1.008
N -0.360 -5.672 1.826
N -0.648 -1.245 -2.414
N -2.009 -0.528 -0.047
N -0.449 -1.961 1.798
N 0.070 0.713 1.530
C 2.763 0.991 -0.634
C 4.415 -0.987 -0.633
C 2.226 3.738 -0.623
C -1.370 -4.724 -0.367
C 1.436 1.455 -0.888
C -0.227 -0.873 -4.723
C -2.714 -0.747 -1.323
C -1.992 0.927 0.228
C 0.133 -1.367 -3.479
C 0.776 5.598 -0.826
C -2.162 -1.961 3.440
C 3.545 3.285 -0.399
C -1.823 -0.646 -2.535
C 0.036 -2.708 4.005
C -0.808 -5.251 0.854
C 0.401 -2.451 2.695
C -1.700 -1.720 2.153
C -2.572 -5.316 -0.897
C -1.430 -0.197 -4.839
C -0.974 1.464 1.219
C 0.980 2.514 2.804
C -1.124 2.760 1.701
C 1.021 1.221 2.309
C -0.125 3.293 2.497
C 3.789 1.944 -0.431
C -2.645 -1.261 1.060
C -1.275 -2.460 4.379
C 1.208 2.857 -0.896
C -2.248 -0.080 -3.725
C 3.020 -0.421 -0.544
H 0.424 -1.016 -5.574
H 1.790 2.897 3.409
H -1.607 -2.663 5.390
H -3.111 -2.160 0.649
H -2.992 1.236 0.562
H -1.730 0.236 -5.785
H -3.198 -1.771 3.693
H 4.328 4.008 -0.219
H -3.567 -0.065 -1.429
H 0.756 -3.111 4.703
H 1.403 -2.653 2.336
H 4.521 -1.774 0.111
H -1.784 1.421 -0.722
H -3.447 -0.662 1.507
H -3.205 0.423 -3.780
H -0.204 4.306 2.871
H 0.471 5.363 -1.848
H -2.001 3.342 1.443
H 0.850 6.675 -0.707
H -3.111 -1.764 -1.317
H 1.071 -1.887 -3.321
H 1.847 0.557 2.546
H 4.511 -1.454 -1.616
H 0.033 5.203 -0.129
H 4.805 1.612 -0.269
H 5.212 -0.262 -0.521
H 0.200 3.182 -1.108
*
```

3.
Computed, not measured: a structure of composition C30H27F4MoN8, with ωB97M-V/def2-TZVPD.

For the gap between HOMO and LUMO (alpha / beta), the calculation gives 5.4 / 5.3 eV. The expectation value of S² is 2.098. The LUMO energy (alpha / beta) comes out at -11.05 / -11.17 eV.

```
! wB97M-V def2-TZVPD RIJCOSX def2/J DEFGRID3
* xyz 3 3
Mo -0.068 0.009 -0.280
F -1.648 5.369 2.665
F 2.292 1.971 1.167
F 2.633 3.544 3.300
F -2.041 3.759 0.571
N 3.371 -3.161 1.530
N -4.920 -0.110 -1.275
N -2.258 -8.511 -2.879
N -0.036 1.943 -0.292
N 0.567 0.429 -2.291
N -2.228 0.005 -0.616
N 1.479 -1.328 0.649
N -0.674 -2.038 -0.642
C 1.403 -2.643 0.299
C -2.722 -7.433 -3.500
C -1.489 -8.336 -1.810
C -0.689 4.531 2.332
C 1.476 3.601 2.664
C -4.116 -1.146 -1.487
C -1.137 -7.087 -1.320
C -0.093 -4.333 -0.850
C -0.270 1.610 -2.673
C 2.461 -0.970 1.480
C -2.773 -1.123 -1.143
C -0.888 3.694 1.249
C 2.374 -3.529 0.728
C 0.085 2.767 0.860
C 0.356 -0.634 -3.343
C -2.222 -3.547 -1.636
C -0.232 2.647 -1.567
C 3.396 -1.905 1.931
C 0.493 4.488 3.054
C -2.454 -6.138 -3.082
C 2.039 0.813 -2.220
C -1.880 -2.293 -1.189
C -1.635 -5.955 -1.967
C 1.277 2.754 1.586
C -3.047 1.034 -0.373
C 1.333 -1.791 -3.304
C 0.192 -3.049 -0.440
C 2.645 1.303 -3.524
C -1.309 -4.607 -1.491
C -4.401 0.958 -0.694
H 0.933 -2.608 -3.904
H -0.531 -7.020 -0.426
H 4.179 -1.602 2.616
H -1.283 1.248 -2.851
H -2.632 1.929 0.063
H -4.563 -2.025 -1.934
H -0.680 -0.963 -3.246
H 2.173 2.212 -3.895
H 2.134 1.581 -1.455
H 0.618 -5.132 -0.703
H 1.506 -2.171 -2.301
H 2.530 0.062 1.775
H 2.640 0.555 -4.314
H -2.846 -5.305 -3.652
H 3.686 1.554 -3.322
H -3.199 -3.744 -2.052
H -3.338 -7.610 -4.374
H 0.644 5.149 3.899
H 0.570 3.379 -1.685
H -5.057 1.794 -0.481
H -1.137 -9.235 -1.318
H 0.093 2.020 -3.614
H 2.356 -4.571 0.432
H 0.426 -0.123 -4.305
H -1.170 3.206 -1.545
H 2.301 -1.527 -3.727
H 2.565 -0.072 -1.859
*
```

Maximum force / hartree/bohr: 0.0968; 0.0276; 0.0093